[1]
Formula: C4H11N2O
Source: the OMol25 dataset
Level of theory: ωB97M-V/def2-TZVPD

As for the spin multiplicity: 1. The charge is -1. The relative energy (zero: lowest compared OMol25 entry of this formula, charge and spin) is 292.8 kJ/mol. As for the gap between HOMO and LUMO: 6.94 eV. As for the SMILES: NCNCCC[O-]. The calculation puts the energy at -9351.4553 eV. Its HOMO energy is -2.79 eV.

Geometry (Å):
1 C -1.001 0.035 0.987
2 C -0.522 1.508 1.170
3 C 0.672 1.970 0.030
4 O 0.310 2.153 -1.280
5 N -0.080 -0.559 -0.015
6 C -0.348 -2.014 -0.497
7 N 0.905 -2.787 -0.412
8 H -2.056 -0.007 0.538
9 H -1.117 -0.554 1.903
10 H -0.424 1.652 2.307
11 H -1.422 1.966 0.699
12 H 1.489 1.199 0.317
13 H 0.946 2.765 0.732
14 H 0.278 0.129 -0.651
15 H -0.626 -1.942 -1.621
16 H -1.106 -2.531 0.092
17 H 1.316 -3.167 -1.327
18 H 1.666 -2.313 0.103

[2]
Formula: C4H11N2O
Source: the OMol25 dataset
Level of theory: ωB97M-V/def2-TZVPD

As for the spin multiplicity: 1. The charge is -1. The relative energy (zero: lowest compared OMol25 entry of this formula, charge and spin) is 568.0 kJ/mol. As for the gap between HOMO and LUMO: 5.28 eV. The calculation puts the energy at -9348.6030 eV. Its HOMO energy is -2.28 eV.

Geometry (Å):
1 C -0.126 0.313 0.203
2 C -1.037 -0.853 -0.004
3 C -0.258 -2.144 -0.464
4 N 0.962 -2.395 0.194
5 N -0.556 1.584 -0.054
6 C 0.411 2.596 0.558
7 O 1.576 2.554 -0.047
8 H 0.837 -0.028 -0.654
9 H 0.457 0.241 1.123
10 H -1.505 -1.051 0.947
11 H -1.781 -0.567 -0.750
12 H -0.040 -1.995 -1.526
13 H -0.966 -2.987 -0.444
14 H 0.753 -2.910 1.034
15 H 1.420 0.036 -1.145
16 H -0.444 1.751 -1.061
17 H 0.432 2.295 1.627
18 H -0.137 3.559 0.462

[3]
Formula: C4H11N2O
Source: the OMol25 dataset
Level of theory: ωB97M-V/def2-TZVPD

As for the spin multiplicity: 1. The charge is -1. The relative energy (zero: lowest compared OMol25 entry of this formula, charge and spin) is 493.6 kJ/mol. As for the gap between HOMO and LUMO: 5.93 eV. The calculation puts the energy at -9349.3739 eV. Its HOMO energy is -2.40 eV.

Geometry (Å):
1 N -2.159 -1.213 -0.345
2 C -1.338 -0.765 0.773
3 C -1.358 0.821 0.885
4 N -1.853 1.590 -0.028
5 C 1.637 0.020 -1.259
6 C 2.243 0.170 0.133
7 O 3.559 -0.092 0.191
8 H -3.108 -1.358 -0.008
9 H -2.267 -0.358 -0.914
10 H -0.277 -1.009 0.823
11 H -1.704 -1.055 1.770
12 H -0.666 1.190 1.674
13 H -0.665 1.140 -0.116
14 H 1.575 -1.036 -1.522
15 H 2.103 0.656 -2.013
16 H 0.615 0.471 -1.307
17 H 1.627 -0.431 0.842
18 H 2.035 1.256 0.423